Entry 1:
Below is C3H9AgBrO4P as an isolated structure, with properties calculated with wB97M-V/def2-TZVPD.

```
19
C3H9AgBrO4P, DFT wB97M-V/def2-TZVPD
Ag -36.31 29.12 36.01
Br -32.66 28.15 33.96
C -27.26 33.76 27.66
O -28.53 34.17 27.10
P -29.84 34.13 28.08
O -29.72 34.51 29.50
O -30.37 32.58 27.85
C -31.30 32.01 28.70
O -31.03 34.95 27.28
C -30.84 35.42 25.95
H -27.15 33.72 28.74
H -26.46 34.44 27.38
H -26.97 32.82 27.19
H -30.97 31.99 29.74
H -31.46 31.00 28.30
H -32.26 32.52 28.55
H -31.63 35.01 25.31
H -29.82 35.30 25.59
H -31.13 36.47 25.95
```

Computed properties:
* energy above the lowest of the compared OMol25 structures with the same formula, charge and spin: 43.9 kcal/mol
* total charge: +1
* orbital gap (alpha / beta): 4.19 / 4.19 eV
* multiplicity: 2
* HOMO energy (alpha / beta): -0.434 / -0.434 Eh
* expectation value of S²: 0.75

Atom charges from the natural (NBO) analysis, given in e for atoms 1 to 4:
1 Ag 0.9913
2 Br 0.0088
3 C -0.2658
4 O -0.8014

***

Entry 2:
Below is an isolated ion of composition C3H9BO3P and charge -1, with properties calculated with wB97M-V/def2-TZVPD.

```
17
C3H9BO3P, DFT wB97M-V/def2-TZVPD
C -1.00 1.04 -1.97
C -0.76 -0.21 -1.56
C 0.56 -0.77 -1.16
B 0.67 -1.09 0.45
P 0.75 0.48 1.59
O 2.00 1.25 1.67
O -0.48 1.52 1.23
O 0.34 0.00 3.11
H -1.99 1.47 -1.87
H -0.22 1.66 -2.39
H -1.60 -0.89 -1.48
H 1.37 -0.11 -1.51
H 0.70 -1.73 -1.66
H 1.74 -1.61 0.68
H -0.24 -1.83 0.82
H -1.24 1.01 0.92
H -0.60 -0.20 3.14
```

Computed properties:
* energy above the lowest of the compared OMol25 structures with the same formula, charge and spin: 0.0 kcal/mol
* total charge: -1
* orbital gap: 8.53 eV
* HOMO energy: -0.181 Eh

Atom charges from the natural (NBO) analysis, given in e for atoms 1 to 4:
1 C -0.4780
2 C -0.1290
3 C -0.6608
4 B -0.5825

***

Entry 3:
Below is the molecule C3H9BS3, with properties calculated with wB97M-V/def2-TZVPD.

```
16
C3H9BS3, DFT wB97M-V/def2-TZVPD
C 0.34 1.69 2.36
S -1.05 1.28 1.44
B -0.56 0.73 -0.30
S -1.93 0.84 -1.53
C -1.76 -0.71 -2.33
S 1.06 0.10 -0.80
C 1.65 -1.28 0.10
H 0.11 2.11 3.39
H 0.88 2.46 1.82
H 0.99 0.78 2.38
H -2.56 -0.87 -3.06
H -0.73 -0.78 -2.69
H -1.89 -1.52 -1.62
H 2.72 -1.09 0.39
H 1.57 -2.09 -0.61
H 1.17 -1.63 1.06
```

Computed properties:
* energy above the lowest of the compared OMol25 structures with the same formula, charge and spin: 11.6 kcal/mol
* orbital gap: 8.94 eV
* HOMO energy: -0.322 Eh
* SMILES string: CSB(SC)SC

Atom charges from the natural (NBO) analysis, given in e for atoms 1 to 4:
1 C -0.7938
2 S 0.0995
3 B 0.0155
4 S 0.0919